1.
Density functional theory data (ωB97M-V/def2-TZVPD) for the ion C4H7O2 with charge +1 in a non-equilibrium geometry.

spin multiplicity: 1
charge: +1
energy above the lowest of the compared OMol25 structures with the same formula, charge and spin: 167.3 kJ/mol

Last column: natural (NBO) charge in e.
Geometry (Å):
H -0.34 2.00 1.31  0.202
C -1.83 0.56 1.44  -0.397
O 0.39 0.94 -0.13  -0.393
O -0.02 -1.31 -0.11  -0.599
H -2.30 -0.24 1.04  0.211
H 1.90 0.29 -2.07  0.263
C -0.71 1.16 0.93  0.113
C 0.51 -0.24 -0.62  0.916
H -0.40 -1.29 0.82  0.549
H 1.25 -1.32 -2.15  0.268
C 1.56 -0.55 -1.60  -0.700
H 2.43 -0.89 -1.12  0.293
H -2.44 0.87 2.26  0.274

---

2.
Density functional theory data (ωB97M-V/def2-TZVPD) for a structure of composition C4H13NO2 in a non-equilibrium geometry.

spin multiplicity: 1
energy above the lowest of the compared OMol25 structures with the same formula, charge and spin: 1182.7 kJ/mol

Last column: natural (NBO) charge in e.
Geometry (Å):
H -0.30 2.26 -1.09  0.410
H -1.14 -0.60 -1.01  0.247
H 1.60 -2.83 0.12  0.207
C 1.10 -0.64 0.49  -0.453
C -0.99 0.44 -0.60  -0.266
C 0.86 -2.02 -0.19  -0.192
H 0.89 -1.85 -1.26  0.211
H 0.29 1.46 0.93  0.293
H 2.05 -0.17 -0.05  0.241
H -0.01 -2.28 1.03  0.391
H -1.05 1.54 -2.42  0.364
O -0.57 3.10 0.12  -0.914
H -0.77 0.13 1.45  0.215
H -0.90 4.00 -0.02  0.446
N -0.47 1.39 -1.62  -0.609
O -0.55 -2.57 -0.05  -0.654
H -2.01 0.74 -0.20  0.253
H 0.42 -1.75 2.40  -0.003
H 1.59 -0.78 1.43  0.252
C -0.06 0.43 0.57  -0.439

---

In the order shown, the computed LUMO level values come out to -0.18535 -0.18071 hartree.
In the order shown, the computed HOMO level values come out to -0.5748 -0.2915 Ha.
In the order shown, the computed Kohn-Sham gap values come out to 10.6 3.0 eV.